Formula: CH2O3S
Source: the OMol25 dataset
Level of theory: the ωB97M-V functional and the def2-TZVPD basis

DFT total energy = -663.1000 hartree
Multiplicity = 1
Frontier orbital gap (spin up / spin down) = 8.314 / 8.315 eV
ΔE to the lowest compared entry with this formula, charge and spin = 191.29 kJ/mol

Cartesian coordinates (Å):
O -3.05704 0.87788 0.24382
S -2.17959 -0.06354 -0.40783
O -1.97313 -1.34123 0.33341
C -0.31666 0.31078 0.25274
O 0.65791 -0.23988 -0.38306
H -0.20369 0.18929 1.33484
H 0.57423 -0.16907 -1.35546

Atomic forces in eV per Å
0.0411 0.1107 0.0036
-0.4233 -0.4743 0.0859
0.5004 1.0875 -0.2934
-0.3937 -1.3354 -0.1956
0.3723 0.4802 0.0367
0.1417 0.1496 0.0715
-0.2385 -0.0184 0.2913

***

Formula: C21H26N4O2S
Source: the OMol25 dataset
Level of theory: the ωB97M-V functional and the def2-TZVPD basis

DFT total energy = -1582.6843 hartree
Multiplicity = 1
Frontier orbital gap = 7.634 eV
ΔE to the lowest compared entry with this formula, charge and spin = 2246.62 kJ/mol

Cartesian coordinates (Å):
C -3.67267 -4.98084 -2.87461
C -2.54748 -5.02201 -2.09042
C -1.83188 -3.74254 -1.55324
C -2.09249 -3.37140 -0.20128
C -1.90377 -2.03622 0.07376
C -1.07327 -1.17894 -0.68300
C -0.56302 0.04494 -0.19172
C -0.23520 0.04470 1.34575
O -0.10585 -0.89610 2.17236
N -0.14806 1.35244 1.93428
C 0.14524 1.71399 3.15143
C -0.50565 2.38894 3.98562
C -0.08363 3.77756 3.96725
C 1.34357 3.70594 4.20033
C 1.50332 2.32586 3.20303
N 0.41773 0.73535 -0.83081
C 0.40059 1.62006 -1.64644
O -0.87800 1.92088 -1.87018
C 1.52959 2.24968 -2.27742
C 1.45819 2.60146 -3.82318
S 3.14077 3.38216 -3.95804
N 3.38721 3.30776 -2.36144
N 2.78573 2.65525 -1.69791
C 2.03588 0.24463 -0.41711
C 2.59975 -0.29906 -1.61289
C 2.14818 -1.22440 -0.24884
C -0.73249 -1.70251 -1.90890
C -0.99423 -2.83152 -2.60258
H -4.52548 -4.65738 -2.19330
H -3.72026 -4.28366 -3.82765
H -4.12633 -5.87740 -3.27258
H -2.58231 -5.89443 -1.53825
H -1.61650 -5.55895 -2.86401
H -2.87168 -3.98338 0.17303
H -2.14679 -1.82110 1.04885
H -1.55291 0.85421 -0.26798
H -0.23557 2.08117 1.05631
H 0.54449 0.76835 3.68288
H -1.67948 2.46283 3.45376
H -0.63291 2.26696 4.91299
H -0.27488 4.58877 4.67205
H -0.29052 4.45027 2.97689
H 1.57631 3.60773 5.04862
H 1.88529 4.58691 3.62483
H 1.78856 2.65649 2.25169
H 2.37073 1.72641 3.66246
H 0.87643 2.48768 -4.53711
H 2.31837 1.03180 0.10523
H 3.89881 -0.17606 -1.33918
H 2.35820 -0.77062 -2.31986
H 2.77864 -1.41533 0.78886
H 1.43078 -1.89869 -0.52581
H -0.27059 -0.99051 -2.42960
H -0.82848 -3.02813 -3.52695

Atomic forces in eV per Å
-6.8178 3.1087 -3.5245
9.0910 -0.9146 -2.0286
0.5824 -0.1222 -2.7085
-0.2058 0.3746 -5.5407
2.3461 0.5636 0.3870
-2.1952 -5.1995 0.4394
-4.5784 4.1241 3.6509
0.3094 -0.1161 5.0189
-0.4125 1.4388 -3.2795
-3.2656 -0.7587 -11.7109
11.8570 -9.5638 -0.6958
-14.1492 9.3825 -0.4481
-0.3642 6.7370 -2.0796
0.0273 0.4708 -16.5649
4.7290 2.2458 3.4828
8.7509 -7.2971 5.9307
-7.8176 5.5280 -4.5426
3.2791 1.4865 -1.8795
0.3511 1.4698 -6.8750
9.5438 1.2000 13.0892
-3.7871 -0.4675 -1.6662
11.0304 7.9762 -7.6062
-11.2881 -8.0152 8.6105
-7.8775 -3.1194 -3.8488
10.8309 4.4515 13.8918
4.0507 3.2347 2.8959
0.1921 0.2997 -0.7441
-5.0689 -2.0788 11.6422
0.5119 0.2427 -0.8781
0.4417 -0.9040 2.0694
0.7299 -0.8687 0.0912
-0.1455 -1.1445 2.5865
-2.1175 1.5931 1.7332
-0.2384 -0.4194 1.3865
-0.8193 1.3218 2.0781
2.4829 -1.9507 0.3895
0.2852 -1.6632 3.3787
-1.6017 0.2494 -0.9957
2.3638 -0.4796 2.0683
-0.7992 -2.7359 7.1430
-2.0233 -0.6815 0.7596
0.4145 -2.1600 1.6504
3.6536 -1.6088 12.0240
-0.7123 -1.7326 1.6592
0.6981 0.6401 -1.4597
-1.3473 0.3971 -0.9966
-5.6615 -1.2822 -6.2537
2.1886 2.8797 2.5343
-3.8017 -0.2890 -1.9404
-4.0484 -5.9055 -10.4496
-1.1829 -0.1298 -3.3556
-1.9418 -1.2260 -0.2329
2.4261 2.8312 -2.5534
1.1010 -1.4135 -5.7322

***

Formula: C15H29AsBr2N5OSSr
Source: the OMol25 dataset
Level of theory: the ωB97M-V functional and the def2-TZVPD basis

Charge = +1
DFT total energy = -8750.0918 hartree
Multiplicity = 1
Frontier orbital gap = 6.787 eV
ΔE to the lowest compared entry with this formula, charge and spin = 1322.90 kJ/mol

Cartesian coordinates (Å):
Sr 0.09440 -0.60433 0.42523
C -1.40114 -1.72578 -1.61538
C -1.97868 -0.43378 -2.16466
N -1.23357 0.73623 -1.63719
C -0.00791 1.11463 -2.44540
C 0.89092 -0.09747 -2.45846
C 0.99899 -0.95682 -3.51928
C 1.49909 -2.25494 -3.26672
C 1.79782 -2.62441 -1.96826
C 1.61588 -1.63424 -0.93701
C 2.09224 -2.11685 0.45508
N 1.25630 -1.86126 1.64788
C 0.14107 -2.80852 1.44881
C -0.33294 -2.64828 0.04428
N -1.51422 -1.87280 -0.13319
N 1.39648 -0.35536 -1.21048
H -0.35369 -1.84795 -1.94519
H -1.80918 -2.59899 -2.12461
H -3.02111 -0.38939 -1.84992
H -1.94782 -0.51494 -3.25747
H -1.83741 1.54874 -1.61234
H 0.47161 1.90172 -1.87531
H -0.26166 1.41759 -3.46296
H 0.57280 -0.70329 -4.48050
H 1.48359 -3.01070 -4.04238
H 1.89173 -3.65967 -1.68225
H 3.10879 -1.73118 0.54337
H 2.19041 -3.18894 0.34449
H 1.80773 -2.13833 2.45242
H -0.73097 -2.70459 2.09910
H 0.44637 -3.84773 1.52350
H -0.31212 -3.57009 -0.51769
H 0.38371 -2.01839 -0.47907
H -2.28566 -2.47397 0.14069
Br 3.27497 0.35884 4.07891
C 2.55611 2.01717 3.42813
Br 2.38312 2.02112 1.51141
H 3.23823 2.81547 3.67055
H 1.54629 2.11958 3.79162
O -2.12668 -0.07034 1.72984
S -1.29248 -0.14723 2.98670
N 0.13021 0.20758 2.77760
C -0.16085 3.64353 -0.10027
As -0.61916 1.94122 0.89292
C -2.56508 2.42873 0.68496
C -0.60025 3.09991 2.53375
H -0.57863 4.47353 0.45227
H -0.60407 3.60629 -1.09462
H 0.91642 3.75094 -0.18954
H -2.68805 3.42967 0.28955
H -3.01415 2.32520 1.66366
H -3.05831 1.68209 0.05923
H -1.42118 3.79237 2.39172
H 0.33103 3.65440 2.56373
H -0.75933 2.52404 3.43868

Atomic forces in eV per Å
-4.0682 14.1667 6.4626
-1.0624 -0.1101 -1.1299
0.1884 0.0595 0.1522
0.4976 -0.5266 -1.3102
-0.5797 -0.6869 0.2015
0.2764 1.0497 0.2896
0.3149 -0.5914 0.2001
0.0039 0.0500 0.3300
-0.8267 1.2349 -0.2356
6.1977 -1.2998 -2.9271
2.0353 -0.2537 0.0163
2.7111 -3.6198 1.3190
-0.3949 -1.6583 0.9551
-1.4072 -4.6634 -0.1022
-2.2368 -3.3995 -2.7119
1.7716 -0.5188 -4.0059
-1.0486 0.3844 0.4302
-0.6130 -0.0071 -0.0331
-0.0089 0.3215 -0.0488
-0.1220 0.2038 -0.0388
-0.0288 -0.0331 0.1110
0.1179 0.2921 -0.2312
0.0233 0.1583 0.0193
0.1067 0.0500 0.0017
0.2167 0.1205 -0.0853
0.4458 -0.0891 -0.1103
-0.1335 0.2877 0.4712
0.1882 -0.3486 -0.1801
-0.1270 0.3838 0.2236
0.4220 0.4393 0.4962
0.3607 -0.1202 0.3912
-0.1626 -0.5104 -0.1317
-1.2600 -4.6501 -0.9336
-0.5072 0.5854 -0.1259
0.1131 0.0384 0.0773
-0.0381 -0.4526 -0.3080
1.0130 -0.0688 -0.2867
-0.0233 0.1030 0.2183
0.0105 0.0534 0.2788
-0.1626 -0.7214 0.8667
0.0261 0.3689 0.4220
-0.7226 -0.7081 1.3995
0.2254 -0.8468 -0.3640
-1.9451 5.8863 0.2109
0.2899 -1.0609 -0.2805
0.0862 -0.6208 -0.2318
-0.0397 0.1853 -0.0208
-0.0057 0.1963 -0.1065
0.0854 0.1991 -0.0798
-0.0241 0.1403 -0.0148
-0.1524 0.1419 0.1145
-0.1417 0.1744 -0.0582
-0.0294 0.1386 0.0877
0.0883 0.0458 0.1738
0.0561 0.1069 0.1725

***

Formula: C8H8NO7S
Source: the OMol25 dataset
Level of theory: the ωB97M-V functional and the def2-TZVPD basis

Charge = -1
DFT total energy = -1289.2851 hartree
Multiplicity = 1
Frontier orbital gap = 6.256 eV
ΔE to the lowest compared entry with this formula, charge and spin = 137.81 kJ/mol

Cartesian coordinates (Å):
N 5.40533 0.28113 -0.43746
C 4.77824 1.25291 -1.04809
C 3.56294 2.00984 -0.34822
S 2.04032 1.00876 -0.79120
O 1.03844 2.01484 -1.31920
O 1.59218 0.28900 0.46007
O 2.35741 -0.09530 -1.92567
H 6.12368 -0.01116 -1.12882
H 5.07707 1.61707 -2.07563
H 3.77433 2.02573 0.76124
H 3.44350 3.06349 -0.73412
C -1.65825 -0.08222 0.66376
C -2.79514 0.31847 1.23693
C -4.01284 -0.54010 1.23725
O -5.02950 -0.14622 1.78874
C -3.93985 -1.83872 0.56116
C -2.80521 -2.24020 -0.01534
C -1.57808 -1.39348 0.00803
O -0.56012 -1.80374 -0.51080
O -2.71796 -3.43712 -0.64735
O -2.89258 1.53115 1.84830
H -0.76216 0.52869 0.65742
H -4.83596 -2.44459 0.55320
H -1.79847 -3.48779 -0.97449
H -3.80733 1.57958 2.18029

Atomic forces in eV per Å
-0.6114 2.1881 -2.0567
-0.0188 -0.2437 1.3602
1.6731 -0.7719 -0.6317
-2.8831 -3.6607 -2.4740
2.1785 -1.4243 1.2838
1.1687 1.9462 -1.8369
-0.0482 4.2544 3.6984
-0.3625 -0.1797 0.6830
-0.5041 -0.4735 1.0050
-0.6534 -0.2669 -1.2239
-0.0034 -1.3100 0.2630
0.1086 -0.0025 -0.0470
0.4792 0.6152 0.1220
-0.2206 -0.3374 -0.1124
0.1370 0.1760 0.0296
-0.2627 0.2449 0.2230
-0.5460 -1.0444 -0.3572
0.8307 0.6484 0.0289
-0.5830 -0.4400 -0.0380
0.3869 0.8868 0.3355
-0.4997 -0.7906 -0.1874
0.1250 -0.0858 -0.0715
0.0190 0.0078 0.0038
-0.0060 0.0559 0.0266
0.0962 0.0075 -0.0260

***

Formula: C20H21IrN6O2
Source: the OMol25 dataset
Level of theory: the ωB97M-V functional and the def2-TZVPD basis

Charge = +2
DFT total energy = -1357.6282 hartree
Multiplicity = 1
Frontier orbital gap = 6.569 eV
ΔE to the lowest compared entry with this formula, charge and spin = 27.77 kJ/mol

Cartesian coordinates (Å):
Ir 0.00696 -0.33558 0.25956
C -4.31495 -0.71205 0.18212
C -2.95676 -1.03390 0.13115
N -2.01646 -0.11478 0.04788
C -2.35626 1.22026 -0.00254
C -3.70431 1.61773 0.03890
C -4.68182 0.60528 0.14734
C -4.01475 2.99455 -0.03832
C -2.99880 3.89027 -0.18058
C -1.64286 3.49686 -0.23306
C -1.28304 2.17139 -0.12869
N -0.01316 1.59124 -0.09264
C 1.25183 2.17533 -0.11808
C 1.59823 3.50559 -0.22986
C 2.94727 3.91675 -0.18218
C 3.97736 3.03608 -0.03861
C 3.68541 1.65755 0.05083
C 4.67901 0.66038 0.16324
C 4.33478 -0.66211 0.21972
C 2.98090 -1.00846 0.18798
N 2.02490 -0.10312 0.09787
C 2.34064 1.24066 0.02035
H -5.04832 -1.50187 0.25297
H -2.62580 -2.06369 0.13901
H -5.72624 0.88805 0.19278
H -5.04704 3.31325 0.00632
H -3.21907 4.94646 -0.25772
H -0.92193 4.28044 -0.37010
H 0.86636 4.27817 -0.37003
H 3.15294 4.97545 -0.26568
H 5.00534 3.36913 -0.00026
H 5.71909 0.96040 0.19662
H 5.08225 -1.43839 0.29375
H 2.66317 -2.04086 0.22840
N -1.01978 -0.38480 2.94453
N 0.01433 0.25281 2.17801
H -0.98997 -0.02986 3.89634
H -0.81678 -1.37753 2.95237
H 0.94071 0.10933 2.58504
H -0.17722 1.25794 2.19359
N 0.17219 -5.15131 0.34042
C -0.01768 -4.32078 -0.90293
C -0.02489 -2.85051 -0.51253
O -0.22597 -2.00886 -1.38962
O 0.18390 -2.54285 0.70707
H -0.64569 -5.72192 0.55694
H 0.31877 -4.48016 1.11389
H 0.98107 -5.77040 0.27927
H -0.95190 -4.58913 -1.38868
H 0.80201 -4.51165 -1.59155

Atomic forces in eV per Å
-0.1519 -1.5460 -0.2442
-0.0592 0.0123 -0.0529
0.0766 0.1035 -0.1284
-0.2104 0.2813 0.8187
0.1931 -0.1175 -0.1774
0.0853 0.0232 -0.0495
-0.0396 -0.0073 0.0066
-0.0196 -0.0437 0.0112
0.0312 0.0349 -0.0133
-0.0740 0.0456 -0.0268
-0.0648 -0.2945 0.1952
-0.0110 0.6128 -0.6308
0.0557 -0.2897 0.1789
0.0911 0.0482 -0.0252
-0.0428 0.0457 -0.0114
0.0317 -0.0526 0.0134
-0.1063 0.0401 -0.0397
0.0475 -0.0105 0.0051
0.0519 0.0180 -0.0505
-0.0415 0.1091 -0.0971
0.2277 0.3695 0.6669
-0.1661 -0.1257 -0.1664
-0.0023 0.0058 -0.0182
-0.0009 -0.0048 0.1294
0.0038 -0.0053 -0.0016
0.0022 0.0013 -0.0197
-0.0124 -0.0048 -0.0039
0.0607 -0.0242 0.0250
-0.0623 -0.0278 0.0157
0.0132 -0.0044 -0.0053
-0.0035 0.0012 -0.0225
-0.0034 -0.0044 -0.0056
0.0009 0.0054 -0.0102
-0.0099 -0.0045 0.1022
0.0259 0.0257 -0.0596
0.0395 0.3123 0.0556
0.0158 -0.0518 0.0340
-0.0164 -0.0169 0.0505
0.0249 0.0695 0.0034
0.0344 -0.0026 0.0018
-0.0060 0.1009 0.0052
0.0511 0.0136 0.0710
-0.0021 -0.0758 -0.0113
0.2313 0.4882 -0.2170
-0.2672 0.0404 -0.2551
0.0071 -0.0337 -0.0015
0.0019 -0.0032 -0.0066
-0.0148 -0.0354 -0.0018
0.0027 -0.0109 -0.0131
-0.0190 -0.0103 -0.0233

***

Formula: C10H18AgO12S
Source: the OMol25 dataset
Level of theory: the ωB97M-V functional and the def2-TZVPD basis

Expectation value of S² = 0.755
Charge = -2
DFT total energy = -1839.6966 hartree
Multiplicity = 2
Frontier orbital gap (spin up / spin down) = 3.700 / 3.524 eV
ΔE to the lowest compared entry with this formula, charge and spin = 173.58 kJ/mol

Cartesian coordinates (Å):
Ag 0.46261 -2.33134 1.06335
C 1.15107 -5.22623 -0.35297
O 0.14317 -4.49225 0.27733
H 1.42226 -4.91579 -1.36202
H 2.07865 -5.18260 0.21780
H 1.05063 -6.31093 -0.39115
C 3.60866 -2.12735 1.32180
O 2.62306 -1.57103 0.50268
H 4.29667 -1.37177 1.70107
H 3.20134 -2.67101 2.17422
H 4.25127 -2.77573 0.72619
S -1.02872 -2.63366 3.40082
O -1.54485 -3.96938 3.83182
O -1.46822 -2.29203 2.10279
O -1.38399 -1.66048 4.40603
O 0.43429 -2.77810 3.14151
C -0.94749 4.29447 0.14610
C -0.43257 3.33209 1.17144
C -1.48923 2.94771 2.20171
O -1.17505 1.64406 2.47275
C -0.37974 1.14625 1.53193
O 0.04296 0.00747 1.48080
O -0.11788 2.11372 0.57054
H -1.94667 4.02406 -0.19540
H -0.16628 4.39182 -0.60778
H -1.01425 5.28550 0.59501
H 0.45837 3.71660 1.66789
H -2.48227 2.96960 1.75283
H -1.53273 3.61234 3.06455
C -1.00424 2.61234 -2.95166
C -1.10279 1.07267 -3.13813
C 0.09400 0.40562 -3.80662
O 0.24465 -0.68455 -2.96808
C -0.43069 -0.68769 -1.86151
O -0.41770 -1.57297 -1.00662
O -1.23765 0.38141 -1.93206
H -1.43085 3.16733 -3.78718
H -0.02170 3.03541 -2.74256
H -1.63937 2.79241 -2.08432
H -1.95512 0.96084 -3.80831
H 0.96835 1.04215 -3.67087
H -0.18193 0.29899 -4.85571

Atomic forces in eV per Å
1.3991 -0.9357 -0.6874
-0.4497 1.1823 1.5050
0.6452 -0.7857 -1.1580
-0.0160 0.2984 -0.7204
0.8459 0.3672 0.2437
-0.9239 -0.8265 -0.1813
-0.8357 0.4521 -1.0622
-0.7592 -0.3990 0.6309
0.2790 0.5901 0.4585
0.0345 -0.2485 0.2375
0.3070 -0.7433 -0.0521
0.0515 -4.8267 4.7075
0.2799 1.1842 -0.3879
-2.8877 1.7130 -5.1793
0.1815 1.5169 0.5991
2.0977 0.4055 1.4884
0.6065 0.7930 0.3654
-0.7301 0.9478 0.2404
-0.4814 1.3683 -0.8743
0.1383 -1.2095 1.5111
1.6824 -3.9588 -1.1613
-1.2329 4.1574 0.1928
0.0074 -0.9433 0.4770
0.3002 -0.1326 -0.3912
-0.4813 -0.1180 -0.4974
-0.1501 0.1353 0.1590
0.1834 0.1628 0.0698
-0.2468 0.1031 -0.1999
0.3564 -0.3408 0.2804
-0.4609 -0.6370 0.6661
0.3255 1.9091 -1.0701
-0.6023 1.9816 1.2665
2.9893 -2.8573 -2.6430
-1.1067 -2.8260 2.8920
-0.2998 3.4518 -3.1653
-1.5367 1.0881 1.4847
-0.0136 -0.2155 -0.1725
0.1552 -0.4165 0.0778
0.0426 0.3327 -0.0265
-0.5515 -0.5757 0.4758
0.2347 -0.0502 -0.4274
0.6229 -1.0941 0.0280